{
  "formula": "C44H86F3FeN4O8",
  "method": "ωB97M-V/def2-TZVPD",
  "species": ["Fe", "C", "O", "O", "C", "F", "F", "F", "C", "C", "H", "H", "H", "H", "H", "H", "C", "C", "O", "C", "C", "H", "H", "H", "H", "H", "H", "H", "H", "H", "H", "C", "C", "O", "C", "C", "H", "H", "H", "H", "H", "H", "H", "H", "H", "H", "C", "C", "O", "C", "C", "H", "H", "H", "H", "H", "H", "H", "H", "H", "H", "C", "C", "O", "C", "C", "H", "H", "H", "H", "H", "H", "H", "H", "H", "H", "C", "C", "O", "C", "C", "H", "H", "H", "H", "H", "H", "H", "H", "H", "H", "C", "C", "O", "C", "C", "H", "H", "H", "H", "H", "H", "H", "H", "H", "H", "N", "C", "C", "C", "C", "H", "H", "H", "H", "H", "N", "C", "C", "C", "C", "H", "H", "H", "H", "H", "N", "C", "C", "C", "C", "H", "H", "H", "H", "H", "N", "C", "C", "C", "C", "H", "H", "H", "H", "H"],
  "positions_angstrom": [[11.4625, -16.4715, -22.7027], [9.2203, -15.7324, -21.1698], [8.5249, -16.7565, -21.8480], [10.5882, -16.1125, -21.1850], [9.0950, -14.3219, -21.9118], [9.8750, -13.4496, -21.1934], [9.6666, -14.4183, -23.1389], [7.9771, -13.7369, -22.0792], [7.0564, -16.8037, -21.6656], [6.5800, -18.2940, -21.6939], [6.8285, -18.6957, -22.7320], [6.9887, -18.9159, -20.8792], [5.4952, -18.2536, -21.5743], [6.6617, -16.1977, -22.5164], [6.7449, -16.5468, -20.6632], [8.9880, -15.7487, -20.0747], [2.8319, -16.7946, -23.6375], [4.3376, -16.7542, -23.8169], [4.6829, -16.8972, -25.1612], [5.7169, -17.8245, -25.6177], [5.7839, -17.7087, -27.1442], [2.4252, -15.7984, -23.8979], [2.3877, -17.5236, -24.3227], [2.5771, -16.9285, -22.5871], [4.7923, -15.8993, -23.3865], [4.7743, -17.5969, -23.3042], [6.7033, -17.5156, -25.1517], [5.4204, -18.8740, -25.3104], [4.8564, -17.7965, -27.7108], [6.2955, -18.6236, -27.5215], [6.3674, -16.8623, -27.5233], [1.3429, -17.7356, -18.8518], [1.6160, -16.2546, -18.9693], [2.9527, -16.2026, -19.5252], [3.3677, -14.8256, -19.7319], [4.7126, -14.8447, -20.4282], [1.4571, -18.1541, -19.8632], [2.0461, -18.1669, -18.1532], [0.4344, -18.0986, -18.4587], [0.9246, -15.7619, -19.7130], [1.6402, -15.6300, -18.0299], [2.5758, -14.1879, -20.2183], [3.5994, -14.4605, -18.7130], [5.3372, -13.9464, -20.3226], [4.6423, -14.9784, -21.5211], [5.2570, -15.7200, -20.0666], [6.6988, -12.4796, -14.1992], [7.8490, -13.3688, -14.5714], [7.6316, -13.9205, -15.8427], [8.8470, -14.5183, -16.4299], [8.3290, -15.1798, -17.7065], [6.9322, -11.9481, -13.2597], [6.4834, -11.7424, -15.0100], [5.7494, -12.9930, -14.0367], [8.8095, -12.7564, -14.5856], [7.9428, -14.2017, -13.8894], [9.5897, -13.7140, -16.5640], [9.3718, -15.2847, -15.7624], [7.4142, -15.6943, -17.5299], [9.0295, -15.9859, -18.0884], [8.1804, -14.4427, -18.4727], [12.3203, -16.5038, -25.5941], [11.5046, -17.8402, -25.4421], [11.1967, -17.9478, -24.0061], [10.4477, -19.1965, -23.6584], [10.4448, -19.6767, -22.2651], [11.8499, -15.7158, -25.0125], [13.3806, -16.5599, -25.3559], [12.2502, -16.1951, -26.6340], [10.5619, -17.7193, -25.9912], [12.0836, -18.7227, -25.7231], [9.4218, -19.0508, -23.9122], [10.8292, -19.9458, -24.3810], [9.8822, -20.6111, -22.3713], [9.8441, -19.0859, -21.5839], [11.3930, -20.0388, -21.8507], [6.8466, -13.4964, -28.0609], [5.5356, -13.7795, -28.8522], [4.5506, -12.9477, -28.2560], [3.3049, -13.4788, -28.1387], [2.3275, -12.3274, -27.9416], [6.9958, -12.4433, -28.0628], [6.8176, -13.8953, -27.0475], [7.7830, -13.9257, -28.4691], [5.7001, -13.6554, -29.9679], [5.2881, -14.8760, -28.8622], [3.0031, -14.0093, -29.0853], [3.2687, -14.2235, -27.3228], [1.3961, -12.7776, -27.6869], [2.2965, -11.6442, -28.7908], [2.6494, -11.7211, -27.0880], [4.7653, -15.9294, -16.6469], [5.7667, -16.8595, -15.9931], [6.3499, -17.6746, -16.9704], [7.2773, -18.6408, -16.5592], [7.7113, -19.3883, -17.7815], [5.1997, -15.0421, -17.1496], [4.2043, -16.4523, -17.3875], [4.0694, -15.5756, -15.8944], [6.5250, -16.2902, -15.3689], [5.2859, -17.4836, -15.2860], [8.2023, -18.2306, -16.1687], [6.8806, -19.2489, -15.7363], [8.3171, -20.2660, -17.4216], [8.2138, -18.6688, -18.4517], [6.8976, -19.8387, -18.2798], [14.2161, -16.5671, -22.7176], [13.6750, -15.2953, -22.5705], [13.3465, -15.1590, -21.1959], [13.6317, -16.4466, -20.6290], [14.1276, -17.3167, -21.5631], [14.5975, -16.9172, -23.5784], [13.8314, -14.5274, -23.2990], [12.8201, -14.3417, -20.6971], [13.4438, -16.6723, -19.5944], [14.5113, -18.3008, -21.5327], [4.6080, -12.2587, -23.0844], [3.8443, -11.9786, -21.9741], [2.5277, -12.1158, -22.2798], [2.4555, -12.3508, -23.6944], [3.7735, -12.4674, -24.1803], [5.6384, -12.0936, -23.1612], [4.3862, -11.7474, -21.0362], [1.6448, -11.8864, -21.6749], [1.5235, -12.5292, -24.2762], [4.1918, -12.6960, -25.1399], [6.2003, -9.6316, -22.0117], [5.4804, -9.3487, -20.8838], [6.0245, -10.0056, -19.8228], [7.1171, -10.7932, -20.3392], [7.2372, -10.4743, -21.6615], [6.1180, -9.1445, -22.8772], [4.6087, -8.7128, -20.9424], [5.6359, -10.0393, -18.7989], [7.6745, -11.5395, -19.7292], [7.8563, -10.8976, -22.4382], [8.3098, -9.6376, -26.2850], [8.7396, -8.5334, -25.6388], [9.3105, -8.8365, -24.4070], [9.3501, -10.2702, -24.3852], [8.6447, -10.7064, -25.4764], [7.8015, -9.6753, -27.1353], [8.5161, -7.5891, -26.0998], [9.5952, -8.0940, -23.6689], [9.7664, -10.8131, -23.5602], [8.5011, -11.7188, -25.8049]],
  "lowdin_charge": [0.9417, -0.3203, -0.1113, -0.2516, -0.5599, 0.1119, 0.1105, 0.2049, -0.1900, -0.0444, 0.0862, 0.0758, 0.0691, 0.1112, 0.0873, 0.1330, -0.0356, -0.3155, -0.1835, -0.2300, -0.0818, 0.0663, 0.0918, 0.0694, 0.0652, 0.0760, 0.1173, 0.1358, 0.0803, 0.0827, 0.0582, -0.0644, -0.2611, -0.2113, -0.2568, -0.0739, 0.0861, 0.0742, 0.0622, 0.1239, 0.1319, 0.1151, 0.1054, 0.0746, 0.0518, 0.0615, -0.0818, -0.3168, -0.2009, -0.2162, -0.0703, 0.0855, 0.0857, 0.0704, 0.1362, 0.1129, 0.1139, 0.1357, 0.0334, 0.0938, 0.0560, -0.0431, -0.1533, -0.2953, -0.2006, -0.0598, 0.0572, 0.0655, 0.0923, 0.1332, 0.1313, 0.1090, 0.1370, 0.1041, 0.0698, 0.0950, -0.0782, -0.2477, -0.1701, -0.3333, -0.0617, 0.0428, 0.0571, 0.0817, 0.1356, 0.1126, 0.1395, 0.1183, 0.0663, 0.0890, 0.0575, -0.0552, -0.2772, -0.1752, -0.2994, -0.0774, 0.0740, 0.0502, 0.0846, 0.1329, 0.1047, 0.1110, 0.1297, 0.1030, 0.0720, 0.0534, -0.0055, -0.1575, -0.0489, -0.0873, -0.0799, 0.1418, 0.1200, 0.1218, 0.1137, 0.1194, 0.0978, -0.0327, -0.0043, 0.0301, 0.0545, 0.1679, 0.1347, 0.1381, 0.1422, 0.1324, 0.0221, -0.1604, -0.0994, -0.0892, -0.1529, 0.1444, 0.1197, 0.1109, 0.1111, 0.0730, 0.0281, -0.1467, -0.0793, -0.1347, -0.1585, 0.1393, 0.1120, 0.1009, 0.0830, 0.0883],
  "charge": 2,
  "homo_lumo_gap_ev": [7.95, 3.62],
  "total_energy_ha": -4111.58933,
  "fmax_ev_per_a": 4.2,
  "multiplicity": 6
}



{
  "formula": "C6H9ClNO",
  "method": "ωB97M-V/def2-TZVPD",
  "species": ["C", "C", "C", "C", "C", "C", "N", "O", "Cl", "H", "H", "H", "H", "H", "H", "H", "H", "H"],
  "positions_angstrom": [[-2.0569, -1.1757, 2.3867], [1.0209, 1.8044, -0.6442], [-0.5103, 0.0197, -1.2881], [0.4972, -0.1993, 0.8435], [0.8828, 0.5029, -1.4034], [1.4892, 0.4650, 0.0107], [-0.5402, -0.4424, 0.1278], [-3.1558, -0.7671, 2.9778], [-1.0938, -1.7553, 3.6152], [1.7806, 2.5347, -1.0308], [0.1425, 2.2872, -0.2130], [-1.1946, 0.8409, -1.4691], [-0.7432, -0.7784, -2.0096], [0.6631, -0.6138, 1.8379], [1.4733, 0.2719, -2.3337], [2.4411, 0.3860, 0.3229], [-3.8251, -0.3114, 2.4041], [-1.4774, -0.4979, 0.6578]],
  "lowdin_charge": [-0.5843, -0.0129, -0.0921, 0.0250, -0.1867, -0.1271, 0.0805, -0.0657, 0.7642, 0.1397, 0.1203, 0.1363, 0.1443, 0.1254, 0.1766, 0.1053, 0.1453, 0.1059],
  "charge": 1,
  "homo_lumo_gap_ev": 9.47,
  "relative_energy_kcal_mol": 55.49,
  "total_energy_ha": -823.83596,
  "fmax_ev_per_a": 3.6
}



{
  "formula": "C5H12NO",
  "method": "ωB97M-V/def2-TZVPD",
  "species": ["C", "C", "C", "C", "C", "N", "O", "H", "H", "H", "H", "H", "H", "H", "H", "H", "H", "H", "H"],
  "positions_angstrom": [[0.2157, -1.9733, -0.7250], [0.0394, -0.7410, -0.2849], [0.3155, 1.6129, -0.6911], [1.8488, 0.3077, 0.9091], [-1.9423, -0.3688, 0.7100], [0.9725, 0.3192, -0.3324], [-2.6763, 0.4405, -0.1232], [1.1595, -2.3825, -1.1540], [-0.5661, -2.7641, -0.9177], [-0.0803, 2.0160, 0.2674], [0.9706, 2.3455, -1.1745], [-0.4676, 1.5303, -1.3425], [1.3108, 0.2731, 1.8557], [2.3718, -0.6472, 1.0408], [2.4221, 1.2704, 0.9798], [-1.7740, -0.0299, 1.6760], [-2.1576, -1.3769, 0.5962], [1.6786, -0.0119, -1.1128], [-3.6408, 0.1800, -0.1769]],
  "lowdin_charge": [0.0440, -0.1726, 0.0224, 0.0137, 0.0041, -0.1971, -0.0615, 0.0849, 0.0972, 0.1275, 0.1175, 0.0654, 0.0997, 0.1124, 0.1259, 0.0731, 0.0627, 0.2304, 0.1503],
  "charge": 1,
  "homo_lumo_gap_ev": 10.29,
  "relative_energy_kcal_mol": 105.99,
  "total_energy_ha": -327.29067,
  "fmax_ev_per_a": 5.4
}



{
  "formula": "C23H72AsF6N18O11",
  "method": "ωB97M-V/def2-TZVPD",
  "species": ["As", "F", "F", "F", "F", "F", "F", "C", "O", "N", "N", "H", "H", "H", "H", "C", "O", "N", "N", "H", "H", "H", "H", "C", "O", "N", "N", "H", "H", "H", "H", "C", "O", "N", "N", "H", "H", "H", "H", "C", "O", "N", "N", "H", "H", "H", "H", "C", "O", "N", "N", "H", "H", "H", "H", "C", "O", "N", "N", "H", "H", "H", "H", "C", "C", "C", "O", "C", "N", "H", "H", "H", "H", "H", "H", "H", "H", "H", "H", "H", "C", "C", "C", "O", "C", "N", "H", "H", "H", "H", "H", "H", "H", "H", "H", "H", "H", "C", "C", "C", "O", "C", "N", "H", "H", "H", "H", "H", "H", "H", "H", "H", "H", "H", "C", "C", "C", "O", "C", "N", "H", "H", "H", "H", "H", "H", "H", "H", "H", "H", "H"],
  "positions_angstrom": [[-0.0914, -0.7033, 0.4021], [-1.7581, -0.1934, 0.0659], [0.6666, 0.7436, -0.2407], [1.4954, -1.2469, 0.9043], [-0.7989, -2.1934, 1.1167], [-0.0576, -1.5831, -1.1193], [-0.2297, 0.0427, 1.9688], [3.6333, -3.8843, -1.3511], [4.1601, -4.7002, -0.5971], [3.1945, -2.6566, -0.9432], [3.5158, -3.9749, -2.6866], [3.1872, -2.4073, 0.0268], [2.8084, -2.0442, -1.6586], [3.8173, -4.7416, -3.2509], [3.0158, -3.1313, -2.9536], [1.4093, -4.9139, 1.8160], [2.2656, -5.7943, 1.7835], [1.6395, -3.6532, 2.2704], [0.1473, -5.1170, 1.3610], [2.6159, -3.4454, 2.4155], [0.8966, -3.0015, 2.4164], [-0.4864, -4.3599, 1.1899], [0.0608, -5.9153, 0.7522], [-0.2727, 1.5240, -3.6189], [-0.1114, 1.8857, -4.7927], [-0.3318, 2.4100, -2.5873], [-0.4078, 0.2293, -3.3278], [-0.3300, 2.1492, -1.6154], [-0.3545, 3.4026, -2.7226], [-0.5093, -0.1571, -2.3962], [-0.6020, -0.3384, -4.1348], [0.4266, -0.3088, 5.3335], [0.7442, -0.8951, 6.3768], [-0.8620, -0.1089, 4.9954], [1.3803, 0.1151, 4.4731], [-1.1556, 0.3270, 4.1410], [-1.5289, -0.4266, 5.6742], [2.3329, 0.1575, 4.7831], [1.0433, 0.6454, 3.6882], [0.4893, -5.7489, -2.9247], [1.3795, -6.4638, -2.4720], [0.2760, -4.4543, -2.5475], [-0.3397, -6.1738, -3.8936], [0.8744, -4.0277, -1.8583], [-0.5777, -3.9821, -2.7791], [-0.2230, -7.1207, -4.2036], [-1.1657, -5.6232, -4.0392], [-3.9039, -4.9660, -0.8519], [-3.3731, -5.5673, 0.0722], [-4.8790, -5.5199, -1.6036], [-3.7622, -3.6178, -1.0872], [-5.1888, -5.1318, -2.4747], [-5.3721, -6.3067, -1.2196], [-3.2104, -3.2262, -0.3308], [-4.6096, -3.1109, -1.2722], [4.3754, -0.5365, 3.1491], [4.5911, -1.7296, 2.9720], [4.9471, 0.2341, 4.1299], [3.5780, 0.2213, 2.3532], [4.7043, 1.2044, 4.2091], [5.5785, -0.0903, 4.8384], [2.9868, -0.2322, 1.6717], [3.5736, 1.1979, 2.6267], [2.9208, 3.6271, 0.8503], [3.7324, 3.9646, 2.1283], [3.6731, 5.4658, 2.4708], [2.3338, 5.9343, 2.2524], [2.2689, 7.3617, 2.1193], [3.2513, 3.0944, 3.2338], [3.6341, 3.5095, 0.0315], [2.2873, 4.4459, 0.5268], [2.3437, 2.7070, 0.9156], [4.7980, 3.8434, 1.9183], [4.2971, 6.0420, 1.7825], [3.9921, 5.5786, 3.5103], [1.2248, 7.4548, 1.8330], [2.9399, 7.7333, 1.3425], [2.4838, 7.8304, 3.0818], [3.5387, 3.3669, 4.1705], [2.2633, 3.3510, 3.2325], [-1.5591, 2.8857, 3.4785], [-1.8925, 3.6392, 2.1632], [-1.9685, 5.0939, 2.4569], [-3.0669, 5.3902, 3.2863], [-3.1849, 6.7964, 3.4967], [-0.9226, 3.2697, 1.1453], [-2.3058, 2.1382, 3.7596], [-1.7060, 3.5437, 4.3419], [-0.5523, 2.4761, 3.5069], [-2.8788, 3.3629, 1.7780], [-2.0511, 5.6832, 1.5309], [-1.0646, 5.4794, 2.9449], [-4.1661, 7.0937, 3.8559], [-3.0940, 7.3196, 2.5379], [-2.3447, 7.1002, 4.1239], [-0.1624, 3.9344, 1.1487], [-0.5926, 2.3204, 1.1512], [3.9876, 0.3282, -2.5564], [3.2846, -0.3429, -3.7303], [4.3114, -0.8813, -4.7820], [3.6916, -1.6856, -5.7709], [3.4772, -1.0385, -7.0193], [2.2673, -1.3652, -3.4102], [4.4449, -0.4502, -1.9377], [3.3233, 0.8370, -1.8516], [4.7105, 1.0985, -2.8255], [2.7016, 0.4836, -4.1642], [4.9120, -1.5495, -4.1596], [4.9638, -0.0863, -5.1436], [3.2469, 0.0029, -6.7847], [2.6766, -1.5582, -7.5418], [4.3982, -1.1330, -7.6024], [1.4650, -0.7870, -3.1699], [2.0668, -1.6215, -4.3798], [-8.2497, -2.4072, -1.5852], [-7.7412, -0.9994, -1.2383], [-6.3770, -1.0086, -0.5444], [-6.0739, 0.3020, -0.0930], [-4.7934, 0.4506, 0.4853], [-7.6282, -0.1710, -2.4442], [-8.1824, -2.6150, -2.6564], [-9.3179, -2.4366, -1.3774], [-7.6643, -3.2027, -1.1241], [-8.3623, -0.4929, -0.4939], [-5.6158, -1.2329, -1.3064], [-6.3004, -1.6936, 0.3063], [-4.0691, 0.3977, -0.3332], [-4.4891, -0.1470, 1.3459], [-4.6877, 1.4933, 0.7931], [-6.8879, 0.5017, -2.2675], [-7.2765, -0.7912, -3.1662]],
  "lowdin_charge": [0.8337, -0.2599, -0.2493, -0.2512, -0.2738, -0.2495, -0.2510, -0.6957, 0.0200, 0.1476, 0.1561, 0.0711, 0.0294, 0.1072, 0.0382, -0.6918, 0.0117, 0.1602, 0.1541, 0.0900, 0.0606, 0.0529, 0.0983, -0.6935, -0.0174, 0.1696, 0.1527, 0.0560, 0.0987, 0.0565, 0.1177, -0.6892, -0.0103, 0.1661, 0.1715, 0.0494, 0.1065, 0.0825, 0.0532, -0.6983, 0.0243, 0.1666, 0.1393, 0.0764, 0.0785, 0.1023, 0.0846, -0.6853, 0.0406, 0.1397, 0.1504, 0.0904, 0.1039, 0.0992, 0.0527, -0.6859, 0.0311, 0.1410, 0.1550, 0.0569, 0.0990, 0.0696, 0.0324, -0.0378, -0.3776, -0.1930, -0.2362, -0.0873, 0.0316, 0.0761, 0.0643, 0.0614, 0.1306, 0.1191, 0.1213, 0.0848, 0.0854, 0.0865, 0.0817, 0.0805, -0.0435, -0.4061, -0.2547, -0.1811, -0.0966, 0.0630, 0.0697, 0.0753, 0.0549, 0.1312, 0.1273, 0.1267, 0.0856, 0.0801, 0.0874, 0.0570, 0.0276, -0.0588, -0.4028, -0.1841, -0.2102, -0.0867, 0.0347, 0.0726, 0.0664, 0.0772, 0.1251, 0.1237, 0.1247, 0.0897, 0.0859, 0.0845, 0.0417, 0.0889, -0.0487, -0.4222, -0.2299, -0.1984, -0.1074, 0.0375, 0.0674, 0.0741, 0.0677, 0.1342, 0.1132, 0.1296, 0.0745, 0.0933, 0.0809, 0.0649, 0.0583],
  "charge": -1,
  "homo_lumo_gap_ev": 7.63,
  "relative_energy_kcal_mol": 37.77,
  "total_energy_ha": -5568.15306,
  "fmax_ev_per_a": 2.9
}